Entry 1:
Formula: C26H41N4S5V
Source: OMol25
Level of theory: the ωB97M-V functional and the def2-TZVPD basis

Summary:
Calculated total energy: -113456.099 eV
HOMO-LUMO gap (spin up / spin down): 6.00 / 6.26 eV
Total charge: -1
<S²>: 3.767
Spin multiplicity: 4

Atoms and positions in Å:
C1 2.414 -0.128 0.133
C2 -0.905 2.532 -5.740
H1 3.753 -3.940 0.752
H2 1.871 3.794 1.798
H3 0.904 -2.973 -1.462
S1 -1.203 3.213 -7.217
H4 1.419 -4.647 1.039
H5 -1.627 -2.245 0.790
H6 -2.509 0.174 -2.477
H7 -3.894 -2.147 1.467
H8 -2.710 -0.135 1.116
H9 -1.450 2.416 1.379
C3 -0.752 1.998 -3.153
H10 2.535 -2.376 -1.706
H11 -0.004 -1.239 2.076
C4 -3.004 -0.127 0.069
H12 -4.785 0.259 -1.801
C5 -1.936 -2.232 -0.256
H13 3.573 -2.605 1.907
H14 1.217 -3.397 2.274
C6 -3.651 -2.861 -1.770
H15 0.040 3.319 1.300
H16 3.446 4.260 1.181
H17 -1.620 0.243 2.566
H18 3.338 3.004 2.412
H19 -2.924 -3.407 -2.374
N1 -3.755 -1.496 -2.270
H20 -1.593 1.350 3.935
C7 -0.079 0.997 -3.747
H21 4.870 2.887 0.052
C8 3.468 -2.889 0.858
H22 1.715 2.811 3.521
C9 1.123 -3.608 1.207
V1 0.251 0.224 -0.587
H23 2.221 2.343 -1.697
H24 0.075 -3.512 0.930
H25 0.368 2.449 4.595
C10 1.661 -1.221 0.621
S2 -0.014 1.078 -5.505
C11 -0.605 2.768 1.977
H26 -0.989 3.454 2.738
H27 -3.051 0.901 -0.288
H28 4.160 -2.284 0.271
H29 1.554 1.193 4.205
C12 0.726 -0.669 1.524
N2 -1.970 -0.835 -0.719
C13 0.903 0.751 1.617
C14 1.997 1.090 0.736
H30 -4.624 -3.352 -1.859
C15 1.930 -3.049 -1.096
C16 2.850 3.412 1.525
N3 -3.230 -2.907 -0.365
S3 0.719 -0.343 -2.981
H31 2.282 -4.071 -1.258
H32 -1.718 -1.386 -2.739
S4 -1.036 2.221 -1.451
H33 -1.202 -2.772 -0.856
H34 -5.179 -2.630 0.340
C17 -4.717 -0.770 -1.444
C18 -4.204 -2.144 0.419
N4 -4.322 -0.757 -0.033
C19 0.108 1.577 2.632
H35 2.961 3.863 -1.158
C20 2.282 3.054 -0.869
H36 -5.698 -1.242 -1.533
H37 -0.530 -0.062 3.925
S5 -1.441 3.195 -4.245
H38 4.667 1.385 0.972
C21 -0.972 0.715 3.299
H39 4.389 1.416 -0.777
C22 2.018 -2.678 0.387
H40 3.194 -0.214 -0.606
C23 -2.448 -0.855 -2.134
C24 4.269 1.979 0.147
C25 1.000 2.043 3.800
H41 1.285 3.469 -0.728
C26 2.799 2.370 0.405

Here are the Löwdin charges for atoms 1 to 2, given in e:
1 C -0.1173
2 C -1.5476

***

Entry 2:
Formula: C26H41NO10P2PdS2Si
Source: OMol25
Level of theory: the ωB97M-V functional and the def2-TZVPD basis

Summary:
Calculated total energy: -101201.492 eV
Energy relative to the best compared isomer or geometry (same formula, charge and spin): 0.0 kcal/mol
HOMO-LUMO gap (spin up / spin down): 8.15 / 5.52 eV
Total charge: 0
<S²>: 6.051
Spin multiplicity: 5

Atoms and positions in Å:
O1 1.708 0.497 0.967
H1 -1.011 -0.588 -4.815
O2 3.024 2.941 -1.208
C1 -0.337 -2.774 1.035
H2 -2.749 -4.301 3.658
S1 -3.810 3.813 1.162
H3 -2.401 5.690 -2.255
H4 -0.332 5.623 -0.914
H5 -1.395 1.125 -5.097
H6 4.935 -4.521 -1.282
H7 2.716 -1.951 1.350
C2 2.228 -0.412 -2.420
H8 -3.285 -2.140 -2.061
C3 4.004 -4.056 -0.988
H9 0.303 0.586 -5.090
C4 -5.904 3.889 -3.064
H10 -0.769 4.038 -0.279
H11 4.863 -3.040 0.697
P1 -3.682 2.975 -0.573
H12 -0.763 3.164 -2.752
H13 -1.978 -3.137 -1.366
C5 -2.307 -2.122 -1.586
H14 -1.144 -0.949 4.866
Pd1 -0.411 0.700 -0.022
N1 -1.168 -0.571 1.613
C6 1.638 -2.866 -0.247
C7 -1.185 -4.683 2.223
H15 -3.751 1.620 3.599
H16 -3.879 -0.138 3.741
H17 -4.541 0.691 -2.973
H18 0.750 -3.823 -1.938
C8 2.027 2.474 -0.769
C9 -2.066 -3.866 2.941
O3 -5.135 2.636 -1.130
C10 -1.147 4.140 -3.047
H19 -5.186 1.583 -4.363
H20 -6.509 4.464 -2.364
H21 -0.932 0.755 5.264
C11 -2.055 -2.514 2.738
S2 -2.788 1.112 -0.627
H22 -0.302 4.791 -3.276
C12 -0.783 0.004 4.483
C13 -5.608 2.513 -2.494
C14 -0.326 -4.136 1.285
C15 -1.974 4.739 -1.927
H23 0.357 -4.769 0.736
H24 -6.550 1.978 -2.364
H25 2.995 -1.073 -2.816
H26 -2.743 -1.882 3.281
H27 -6.459 3.784 -3.999
C16 1.655 -3.685 -1.361
C17 -4.704 1.684 -3.389
H28 -4.983 4.434 -3.263
H29 -3.735 2.162 -3.526
C18 -0.858 2.215 2.469
C19 -3.487 0.673 3.124
O4 0.974 -1.083 -2.620
H30 2.406 -0.250 -1.357
H31 -2.373 -1.541 -0.668
H32 2.883 -4.923 -2.600
C20 2.447 1.474 0.949
O5 3.301 2.048 1.535
C21 -1.172 4.973 -0.665
H33 2.249 0.541 -2.950
H34 -1.753 4.027 -3.947
C22 2.851 -4.283 -1.728
H35 -1.129 2.934 3.247
H36 0.293 -0.080 4.311
H37 -3.978 0.661 2.151
C23 -0.682 0.436 -4.650
C24 2.773 -2.623 0.504
P2 -0.377 -0.360 -2.142
O6 0.823 2.356 -0.974
H38 -1.175 -5.751 2.394
H39 -1.231 2.651 1.539
H40 -1.771 5.446 0.109
O7 -3.134 3.885 -1.756
O8 -1.387 -1.533 -2.513
O9 0.460 -2.203 0.105
Si1 -1.639 0.586 2.924
C25 -1.191 -1.890 1.783
C26 3.964 -3.227 0.125
H41 0.232 2.148 2.461
O10 -0.628 0.746 -3.249

Here are the Löwdin charges for atoms 1 to 2, given in e:
1 O -0.0378
2 H 0.0848

***

Entry 3:
Formula: C26H41NO10P2PdS2Si
Source: OMol25
Level of theory: the ωB97M-V functional and the def2-TZVPD basis

Summary:
Calculated total energy: -101201.177 eV
Energy relative to the best compared isomer or geometry (same formula, charge and spin): 7.3 kcal/mol
HOMO-LUMO gap (spin up / spin down): 7.88 / 6.15 eV
Total charge: 0
<S²>: 6.053
Spin multiplicity: 5

Atoms and positions in Å:
Pd1 -0.490 0.025 0.046
H1 -3.672 -0.491 3.489
H2 -0.356 -3.869 2.149
C1 2.942 -0.375 0.772
C2 2.279 -1.608 0.404
C3 -2.659 -0.160 -2.329
H3 0.052 2.894 1.431
O1 -3.600 -0.470 -2.990
C4 -1.713 -2.939 -0.444
C5 2.314 -0.114 -2.735
C6 3.113 -2.776 0.417
H4 2.677 -3.714 0.111
C7 1.755 0.058 -4.132
H5 1.893 1.876 3.037
C8 4.269 -0.371 1.189
H6 -3.185 -0.275 1.792
C9 2.504 2.452 2.355
C10 1.010 -1.402 3.642
N1 0.980 -1.653 0.118
H7 6.035 -1.515 1.534
S1 2.314 3.637 -3.003
C11 5.003 -1.541 1.210
H8 2.954 0.723 -2.455
O2 -3.754 2.148 -1.651
H9 -1.726 2.843 1.323
H10 -1.939 -2.633 -1.464
C12 -1.311 2.961 -5.252
H11 4.679 4.441 -0.148
H12 -1.584 0.947 -4.525
O3 -0.909 1.741 2.895
H13 -1.904 3.871 -5.342
O4 2.207 0.743 0.707
C13 -3.186 1.282 -1.068
H14 1.445 -2.014 -4.573
C14 0.862 -1.092 -4.545
C15 -0.718 2.613 -6.601
H15 1.731 -4.542 -1.594
H16 -2.992 1.646 -5.322
C16 3.564 2.649 0.190
H17 0.785 -2.111 2.846
H18 0.050 -4.730 -2.094
H19 -0.135 -5.268 1.108
C17 -2.996 -0.832 2.708
P1 -0.610 0.264 2.363
H20 0.446 -0.919 -5.538
H21 0.449 -1.675 4.535
H22 -0.068 3.413 -6.954
H23 5.006 -3.661 0.804
C18 0.788 -4.012 -1.726
H24 2.812 4.095 3.691
O5 -2.791 0.918 0.032
O6 0.962 1.269 -4.317
H25 -0.929 3.754 2.635
H26 -2.197 -3.904 -0.261
Si1 0.110 -3.196 -0.181
O7 -1.477 -0.399 -2.128
H27 0.928 -3.262 -2.508
O8 0.689 -0.064 3.257
H28 1.516 -0.213 -2.000
O9 -0.245 3.391 -4.344
H29 2.078 -1.424 3.850
H30 -2.156 -2.207 0.233
H31 4.724 0.561 1.490
S2 0.147 2.250 -1.568
P2 0.734 2.560 -3.448
C19 3.026 3.690 2.710
H32 1.275 -4.405 1.729
H33 2.914 -1.027 -2.722
C20 0.263 -4.278 1.345
C21 3.811 4.404 1.817
O10 -1.653 -0.646 3.178
C22 4.079 3.882 0.558
H34 -3.154 -1.895 2.528
H35 -2.576 2.171 -3.695
H36 2.575 0.172 -4.844
H37 3.742 2.233 -0.792
C23 -0.876 2.873 2.001
C24 4.422 -2.750 0.805
H38 4.208 5.371 2.097
C25 2.781 1.958 1.094
H39 -1.528 2.483 -7.321
H40 -0.147 1.687 -6.551
H41 0.038 -1.205 -3.837
C26 -2.160 1.865 -4.653

Here are the Löwdin charges for atoms 1 to 2, given in e:
1 Pd 0.5319
2 H 0.0905

***

no.,maximum force (eV/A)
1,0.6
2,0.1
3,0.6